No. 1
82
Properties=species:S:1:pos:R:3:mulliken_charge:R:1 method="wB97M-V/def2-TZVPD" charge=+4 s2=3.78 homo_energy_ev="-18.555 / -18.548" spin_multiplicity=4 homo_lumo_gap_ev="5.23 / 3.01"
C -0.99 -2.88 0.88 -0.52
C -2.57 1.34 -1.27 1.15
C -0.48 -2.60 -1.98 -1.26
C -3.21 0.62 3.49 -1.43
H -3.03 -2.92 -1.54 0.76
H -3.93 -2.22 0.85 0.36
C -1.03 0.89 4.46 0.04
C -1.45 -4.33 0.65 -1.39
H -1.13 -4.91 1.53 0.46
H 3.81 -2.32 -1.83 0.38
H -0.98 -4.79 -0.23 0.35
H -2.85 0.88 5.62 0.58
C 2.38 -0.65 -1.87 0.50
H 4.01 -0.77 2.54 0.37
C 3.36 -1.60 2.24 -1.45
C -2.96 -1.91 -1.10 -0.58
H 1.45 -1.20 -2.09 -0.93
H 2.44 5.71 -1.50 0.56
H 0.58 1.03 2.98 0.44
H -4.19 -0.62 0.12 0.09
H 0.51 -2.98 -1.70 0.51
C 4.08 0.69 0.20 -0.82
H 0.08 -2.90 1.12 0.21
H 1.68 -2.14 1.03 0.03
C 2.49 4.62 0.36 -0.18
C -0.44 -1.78 -3.27 -1.29
H 2.99 -2.10 3.13 0.46
H 4.14 0.80 1.29 0.57
C 2.05 3.62 1.20 -1.33
C -2.68 0.94 -2.60 -0.29
C -0.49 0.84 3.18 0.30
H -2.54 -4.42 0.58 0.35
P -1.16 -1.64 -0.48 1.22
H -1.87 0.51 -3.18 0.47
Br 3.74 5.76 1.04 -0.02
C -4.06 -1.68 -0.09 -1.06
N 0.56 1.05 6.53 -0.30
H 3.92 -2.33 1.66 0.41
H -4.30 0.56 3.54 0.51
H 1.39 -0.71 2.11 0.76
H -0.15 -0.74 -3.11 0.27
C -2.42 0.80 4.62 -0.47
H -1.51 -2.46 1.76 0.37
H -1.13 -3.48 -2.12 0.76
C -2.58 0.49 2.25 -0.11
N -5.05 1.41 -2.55 0.10
C 2.12 -1.21 1.44 -0.24
H -1.37 2.39 0.09 1.01
H 0.94 3.93 -2.64 0.54
Re 0.07 0.21 0.22 1.32
H -1.42 -1.75 -3.77 0.31
H 1.89 1.60 0.84 -0.47
H 0.27 -2.20 -3.99 0.46
H 4.03 1.71 -0.19 0.45
H -5.03 -1.99 -0.50 0.48
C 1.00 2.70 -0.85 0.76
C 3.54 -1.46 -2.45 -1.63
C -1.23 1.50 -0.55 -1.10
H 4.44 -0.85 -2.60 0.45
H -3.70 2.06 0.46 0.62
C 5.43 0.13 -0.31 -1.01
C 1.52 2.60 0.44 0.90
P 2.38 -0.17 -0.06 1.24
C -3.96 0.97 -3.18 -0.32
H 5.37 -0.17 -1.36 0.07
H 2.29 0.30 -2.43 0.42
H 5.82 -0.71 0.28 0.34
N -1.24 0.50 2.12 -0.17
H -3.17 0.35 1.34 0.43
C 2.11 4.82 -0.98 -0.79
H 6.19 0.92 -0.26 0.43
C -0.14 0.99 5.60 -0.48
H -4.11 0.68 -4.22 0.47
H 0.10 1.10 -2.28 1.24
H 3.24 -1.82 -3.46 0.43
C -3.72 1.77 -0.59 -0.53
C 0.13 1.50 -1.26 -1.27
C 1.29 3.85 -1.59 -0.71
H -3.10 -1.21 -1.95 0.02
H -5.82 2.17 -0.80 0.47
H 2.28 3.50 2.26 0.60
C -4.93 1.80 -1.29 -0.65


No. 2
13
Properties=species:S:1:pos:R:3:nbo_charge:R:1 method="wB97M-V/def2-TZVPD" charge=0 homo_energy_ev=-9.644 spin_multiplicity=1 homo_lumo_gap_ev=10.21
H -1.92 -0.80 1.96 0.20
N 2.35 1.82 -0.97 -0.10
O -1.36 -0.52 0.00 -0.49
C -0.03 -0.33 0.19 0.98
O 0.55 -0.68 1.17 -0.61
C -1.97 -1.35 0.97 -0.26
O 0.53 0.35 -0.79 -0.50
O 1.55 2.45 -1.90 -0.54
H -1.57 -2.35 1.14 0.20
C 1.77 0.67 -0.53 0.24
H -2.91 -1.30 0.49 0.21
H 2.29 0.11 0.21 0.21
H 0.72 1.94 -1.94 0.45


Energy above the lowest of the compared OMol25 structures with the same formula, charge and spin / kcal per mole: 0.00, 80.75